{
  "formula": "C29H53BO2P2Sm",
  "method": "ωB97M-V/def2-TZVPD",
  "homo_lumo_gap_ev": [7.14, 7.20],
  "multiplicity": 6,
  "largest_force_ha_per_bohr": 0.052,
  "total_energy_ev": -72179.3963,
  "total_charge": 1,
  "elements": ["Sm", "C", "C", "C", "C", "C", "C", "H", "H", "H", "C", "H", "H", "H", "C", "H", "H", "H", "C", "H", "H", "H", "C", "H", "H", "H", "C", "C", "C", "C", "C", "C", "C", "C", "H", "H", "H", "H", "H", "H", "H", "H", "H", "H", "H", "H", "P", "C", "C", "P", "C", "C", "C", "H", "H", "H", "H", "H", "H", "H", "H", "H", "H", "H", "H", "H", "H", "C", "C", "C", "O", "B", "O", "C", "C", "C", "H", "H", "H", "H", "H", "H", "H", "H", "H", "H", "H", "H"],
  "xyz": [[0.8621, 0.6954, 0.7269], [3.3479, 0.7917, 1.5334], [2.7967, 2.1129, 1.6246], [1.8192, 0.8062, 3.2575], [2.7463, -0.0060, 2.5513], [1.8437, 2.1162, 2.6938], [4.3979, 0.3179, 0.5947], [4.3716, 0.8626, -0.3564], [4.2665, -0.7476, 0.3701], [5.4057, 0.4396, 1.0175], [3.1128, -1.4068, 2.9037], [4.0826, -1.6762, 2.4702], [2.3724, -2.1164, 2.5166], [3.1746, -1.5439, 3.9948], [1.0409, 0.3867, 4.4523], [1.6535, -0.1914, 5.1549], [0.1838, -0.2335, 4.1828], [0.6537, 1.2540, 4.9961], [1.0606, 3.2814, 3.1856], [1.6105, 3.8297, 3.9667], [0.1093, 2.9486, 3.6234], [0.8363, 3.9848, 2.3734], [3.1801, 3.2910, 0.8080], [3.9508, 3.8944, 1.3101], [2.3268, 3.9588, 0.6313], [3.5837, 3.0068, -0.1705], [-1.2551, -0.0027, -4.5034], [-0.0941, 0.6467, -4.7061], [-0.0213, 1.9642, -5.4191], [-1.1351, 2.9876, -5.0480], [-1.5529, 2.9527, -3.6168], [-2.6435, 2.3072, -3.1690], [-3.3985, 1.2788, -3.9502], [-2.5844, 0.4647, -4.9937], [-0.0728, 1.7643, -6.5034], [-2.0060, 2.8759, -5.7171], [0.9523, 2.4478, -5.2307], [-2.4912, 1.0314, -5.9355], [-1.2719, -1.0295, -4.1265], [0.8572, 0.1029, -4.6408], [-3.1756, -0.4405, -5.2314], [-3.8921, 0.5549, -3.2709], [-3.1961, 2.6643, -2.2853], [-4.2251, 1.7984, -4.4776], [-0.7222, 3.9939, -5.2425], [-0.9810, 3.6454, -2.9857], [0.6425, -0.4503, -1.6615], [0.6437, -1.9629, -2.6105], [1.8286, 0.8024, -2.3414], [-1.5639, 1.6233, -0.1069], [-0.9634, 0.4845, -1.5965], [-1.2968, 3.3912, -0.4921], [-3.3355, 1.3476, 0.0596], [0.6392, -2.7955, -1.8840], [1.5507, -2.0390, -3.2310], [-0.2496, -2.0602, -3.2365], [1.3501, 1.4605, -3.0798], [2.6352, 0.2460, -2.8359], [2.2864, 1.4421, -1.5623], [-3.8160, 1.2239, -0.9224], [-3.7969, 2.1827, 0.6070], [-3.4861, 0.4347, 0.6552], [-1.7944, -0.2046, -1.8100], [-0.8996, 1.1478, -2.4555], [-1.4443, 3.9702, 0.4327], [-1.9917, 3.7777, -1.2407], [-0.2744, 3.5946, -0.8421], [0.4022, -5.0816, 2.5432], [-0.4644, -3.9054, 2.1552], [-1.5236, -4.4184, 1.1834], [0.3424, -2.9455, 1.4663], [-0.1218, -1.6950, 1.8453], [-1.0380, -1.7331, 2.8837], [-1.0804, -3.0887, 3.3479], [-2.5085, -3.4425, 3.7013], [-0.2568, -3.1959, 4.6314], [1.2054, -4.8096, 3.2379], [0.8649, -5.5177, 1.6488], [-0.2110, -5.8643, 3.0117], [-1.0322, -4.8354, 0.2979], [-2.1011, -5.2355, 1.6302], [-2.2144, -3.6345, 0.8516], [-2.5586, -4.4789, 4.0603], [-2.8650, -2.8027, 4.5183], [-3.1928, -3.3311, 2.8536], [0.8036, -2.9307, 4.4913], [-0.6732, -2.5200, 5.3924], [-0.3215, -4.2154, 5.0437]]
}

=====

{
  "formula": "C33H55F2NO17S5",
  "method": "ωB97M-V/def2-TZVPD",
  "homo_lumo_gap_ev": 8.91,
  "largest_force_ha_per_bohr": 0.078,
  "total_energy_ev": -131014.8949,
  "elements": ["O", "S", "O", "O", "C", "C", "C", "H", "H", "H", "H", "H", "H", "H", "H", "O", "S", "O", "O", "C", "C", "C", "H", "H", "H", "H", "H", "H", "H", "H", "O", "S", "O", "O", "C", "C", "C", "H", "H", "H", "H", "H", "H", "H", "H", "O", "S", "O", "O", "C", "C", "C", "H", "H", "H", "H", "H", "H", "H", "H", "O", "S", "O", "O", "C", "C", "C", "H", "H", "H", "H", "H", "H", "H", "H", "C", "C", "C", "C", "C", "C", "N", "O", "O", "H", "H", "H", "H", "H", "F", "C", "C", "C", "C", "C", "C", "H", "H", "H", "H", "H", "F", "C", "C", "C", "C", "C", "C", "H", "H", "H", "H", "H"],
  "xyz": [[6.1500, 1.8392, -4.2886], [4.9104, 1.3762, -4.8120], [4.8387, 0.0813, -5.3133], [3.7824, 1.4029, -3.6976], [3.7634, 2.4798, -2.7842], [2.9044, 2.2354, -1.5434], [4.3679, 2.5952, -5.8656], [3.3206, 3.2988, -3.2895], [4.7665, 2.7497, -2.4273], [1.8579, 1.8674, -1.8685], [2.8037, 3.2317, -1.0008], [3.4186, 1.5183, -0.8534], [3.3475, 2.4395, -6.2493], [5.1197, 2.5281, -6.5941], [4.3197, 3.6218, -5.4477], [-7.0165, -4.0781, -0.9044], [-5.9660, -3.4064, -1.5689], [-5.7588, -2.0133, -1.6865], [-4.6592, -4.2023, -1.0872], [-3.3009, -3.7546, -1.5372], [-2.3171, -3.7152, -0.3459], [-6.0139, -3.9163, -3.2795], [-3.2634, -2.7615, -1.9397], [-2.9602, -4.4871, -2.2799], [-2.4427, -2.8637, 0.2815], [-1.3506, -3.8254, -0.7892], [-2.4130, -4.5990, 0.3179], [-5.1622, -3.5466, -3.8721], [-6.9080, -3.5704, -3.8124], [-6.1419, -4.9947, -3.3257], [4.8522, -3.0367, -0.2657], [5.5678, -1.9163, -0.7380], [5.2482, -0.6354, -0.2631], [7.1237, -2.1245, -0.5003], [7.6527, -3.4549, -0.6122], [8.0237, -4.0224, 0.7377], [5.4616, -1.9754, -2.5306], [8.5002, -3.3397, -1.2730], [6.9491, -4.1110, -1.1453], [8.5847, -3.2609, 1.2980], [8.5890, -4.9476, 0.6799], [7.1086, -4.1791, 1.3174], [5.9343, -2.8803, -2.9474], [5.8595, -0.9948, -2.8393], [4.4070, -2.0455, -2.7971], [-3.5471, -1.1504, 4.2357], [-4.1687, -0.5059, 3.1022], [-3.5701, -0.6273, 1.8023], [-5.6452, -1.0556, 2.9736], [-5.8839, -2.4748, 2.6801], [-6.3002, -3.2649, 3.8794], [-4.5682, 1.0989, 3.4899], [-4.9767, -2.7967, 2.1717], [-6.6333, -2.4333, 1.8766], [-7.2375, -2.8156, 4.2969], [-5.4470, -3.3058, 4.6239], [-6.4953, -4.2836, 3.5506], [-4.8000, 1.1286, 4.5942], [-5.3772, 1.4366, 2.8755], [-3.6668, 1.6924, 3.3738], [2.1449, 0.2620, 5.9252], [1.3125, 1.2425, 5.2256], [1.3161, 2.5891, 5.6727], [1.6665, 1.3422, 3.6724], [2.8126, 0.5961, 3.2235], [3.2165, 1.3149, 1.9083], [-0.3547, 0.6120, 5.0455], [2.6053, -0.4561, 3.1152], [3.6017, 0.7371, 3.9194], [2.3729, 1.3042, 1.2155], [4.1405, 0.8620, 1.4380], [3.4472, 2.2938, 2.3120], [-0.9093, 0.8209, 5.9307], [-0.4519, -0.4728, 4.8749], [-0.8714, 1.1808, 4.2541], [-0.7968, 3.6762, 1.9762], [0.1162, 3.4848, 0.9514], [-0.0642, 4.1689, -0.2460], [-1.0869, 5.0505, -0.4283], [-1.9128, 5.3650, 0.6608], [-1.7761, 4.6546, 1.8606], [-1.3388, 5.8014, -1.7317], [-0.7596, 5.5178, -2.7542], [-2.2163, 6.6436, -1.6399], [-0.6844, 3.1010, 2.8259], [1.0568, 2.9719, 1.1352], [0.6045, 3.8774, -1.0131], [-2.7198, 6.0186, 0.4529], [-2.5595, 4.8565, 2.5443], [-0.5623, 2.7305, -3.4142], [-1.8617, 2.4995, -2.9820], [-2.8337, 3.3766, -3.4115], [-4.0803, 3.2154, -2.8812], [-4.4112, 2.1612, -2.0308], [-3.4407, 1.2617, -1.6845], [-2.1042, 1.4407, -2.1142], [-2.6850, 4.3128, -3.9087], [-4.8698, 3.9231, -3.1372], [-5.4200, 1.9730, -1.7769], [-3.6209, 0.4102, -1.0450], [-1.3052, 0.7694, -1.8847], [0.7280, -0.2563, -1.1560], [0.7555, -1.0647, -0.0615], [-0.2802, -1.0004, 0.8860], [-0.3055, -1.9740, 1.9245], [0.8276, -2.7990, 2.1017], [1.9230, -2.6810, 1.2611], [1.9275, -1.8539, 0.1804], [-1.0890, -0.3592, 0.6708], [-1.0818, -1.9481, 2.6214], [0.8248, -3.5526, 2.8259], [2.8103, -3.2535, 1.4417], [2.7011, -1.9965, -0.5351]]
}

=====

{
  "formula": "C4H7NO3",
  "method": "ωB97M-V/def2-TZVPD",
  "homo_lumo_gap_ev": 6.48,
  "largest_force_ha_per_bohr": 0.124,
  "total_energy_ev": -11889.2435,
  "total_charge": -2,
  "elements": ["C", "O", "C", "C", "C", "O", "O", "N", "H", "H", "H", "H", "H", "H", "H"],
  "xyz": [[0.4808, 1.1791, -1.0804], [1.2177, 2.0849, -0.4907], [-0.5217, 0.2319, -0.1212], [0.1890, -0.5328, 0.9840], [0.8173, -1.8940, 0.6231], [0.7461, -2.3191, -0.5393], [1.3747, -2.4620, 1.5912], [-1.9328, 0.6196, 0.2972], [-0.2519, 1.5494, -1.8625], [1.0129, 0.3484, -1.5661], [-0.9155, 1.2766, 0.4685], [-0.4591, -0.6191, 1.8516], [1.0647, 0.0685, 1.2745], [-2.2709, 1.0511, -0.5640], [-0.5513, -0.5825, -0.8658]]
}

=====

{
  "formula": "CH6N3O",
  "method": "ωB97M-V/def2-TZVPD",
  "homo_lumo_gap_ev": 11.07,
  "largest_force_ha_per_bohr": 0.113,
  "total_energy_ev": -7641.7410,
  "total_charge": 1,
  "elements": ["C", "N", "N", "N", "O", "H", "H", "H", "H", "H", "H"],
  "xyz": [[0.4362, 0.1732, -0.1133], [1.8710, -0.1986, 0.3193], [-0.3571, 1.2173, 0.2245], [-0.3177, -1.0780, -0.3192], [1.4585, 0.2248, -0.9865], [2.2164, 0.6246, 0.7982], [0.2117, 2.0613, -0.0733], [-0.5413, 1.2652, 1.3435], [-1.3332, -0.9910, -0.5706], [-0.3168, -1.8406, 0.4534], [0.2041, -1.7961, -1.0234]]
}

=====

{
  "formula": "CH2N3O3",
  "method": "ωB97M-V/def2-TZVPD",
  "homo_lumo_gap_ev": 8.72,
  "largest_force_ha_per_bohr": 0.097,
  "total_energy_ev": -11680.3426,
  "total_charge": -1,
  "elements": ["C", "N", "N", "N", "O", "O", "O", "H", "H"],
  "xyz": [[0.4408, -0.0965, 0.2228], [-0.4777, 0.0195, -0.6985], [1.8189, -0.2716, -0.2590], [-1.8890, 0.3218, -0.0904], [-2.5657, 0.9766, -0.8546], [0.2693, 0.0337, 1.4330], [-2.1577, -0.1201, 0.9796], [2.0414, -0.5452, -1.1697], [2.5198, -0.3181, 0.4368]]
}

=====

{
  "formula": "C3H12O3",
  "method": "ωB97M-V/def2-TZVPD",
  "homo_lumo_gap_ev": 11.53,
  "largest_force_ha_per_bohr": 0.029,
  "total_energy_ev": -9447.9885,
  "elements": ["C", "O", "C", "C", "H", "H", "H", "H", "H", "H", "H", "H", "H", "H", "O", "H", "H", "O"],
  "xyz": [[1.0050, -0.0853, -1.3549], [1.5249, -0.7707, -0.1848], [0.7750, 1.3941, -1.1143], [-0.3191, 1.6614, -0.0929], [1.7070, -0.2146, -2.1789], [0.0642, -0.5848, -1.5126], [2.4019, -0.4152, 0.0175], [1.6658, 1.9120, -0.7424], [0.5162, 1.8297, -2.0780], [0.0502, 1.4974, 0.9132], [-0.7223, 2.6673, -0.2103], [-1.1712, 0.9801, -0.2286], [-2.6398, -2.5455, 0.1312], [-1.8621, -2.3218, 1.4089], [-2.7410, -2.1982, 1.0233], [0.2513, -1.2583, 1.4418], [-0.4367, -0.3291, 2.4048], [-0.0693, -1.2183, 2.3570]]
}

=====

Respective molar mass values: 656.86; 936.12; 117.10; 76.08; 104.05; 96.13 g mol⁻¹.